ORCA calculation (the ωB97M-V functional and the def2-TZVPD basis) on 3 unconnected molecules or ions with the total composition H6O3.

Geometry (Å):
H  -3.648  0.895  -2.640
H  -0.668  0.857  1.418
H  -2.827  -0.338  -2.955
H  -0.409  0.608  -0.053
O  3.658  -1.280  1.750
O  -2.840  0.442  -2.400
O  -0.003  0.532  0.811
H  2.809  -0.898  1.526
H  3.928  -0.818  2.543

Summary:
Energy above the lowest of the compared OMol25 structures with the same formula, charge and spin ... 12.0 kcal/mol
SMILES ... O.O.O
LUMO energy ... 0.026 Ha
E_HOMO ... -11.224 eV
Strongest force on any atom ... 0.359 eV/Å